C4H4F2N2 | the ωB97M-V functional and the def2-TZVPD basis

Atoms and positions in Å:
C (1.14, 0.40, -0.57)
C (2.08, -0.58, 0.15)
C (-1.11, 0.97, 0.24)
C (-2.46, 0.48, -0.03)
N (-0.09, 0.55, -0.25)
N (1.85, -1.18, 1.23)
F (-2.62, -0.78, 0.56)
F (-2.69, 0.31, -1.40)
H (1.28, 0.85, -1.50)
H (3.25, -0.56, -0.28)
H (-3.32, 1.11, 0.13)
H (2.68, -1.56, 1.72)

* 2S+1: 1
* highest occupied orbital energy (spin up / spin down): -8.687 / -8.688 eV
* frontier orbital gap (spin up / spin down): 8.50 / 8.50 eV
* ΔE to the lowest compared entry with this formula, charge and spin: 85.6 kcal/mol
* LUMO (spin up / spin down): -0.185 / -0.185 eV